The following is a DFT calculation (ωB97M-V/def2-TZVPD) of a molecular structure, C31H46As2BrN3O2S2SiW.

```
89
Properties=species:S:1:pos:R:3:forces:R:3
W 0.22841 -0.97435 -0.14323 -0.57 -1.93 -0.74
C -0.13308 -4.10710 -1.49934 -0.15 -0.14 -0.05
C -0.43841 -4.11163 -0.03306 -0.11 0.00 0.17
N 0.41526 -3.12361 0.66596 0.18 -0.14 0.58
C 1.78753 -3.64565 0.91826 -0.05 0.06 -0.06
C 2.73688 -3.44070 -0.25343 0.02 -0.06 -0.01
S 2.46387 -1.85509 -1.13458 0.13 0.36 0.40
C 2.12941 -2.38929 -2.83060 0.00 -0.09 0.01
C 0.64313 -2.52987 -3.17096 0.01 0.06 -0.23
N -0.19605 -2.71376 -1.97049 0.11 0.15 0.01
H -0.82987 -4.76647 -2.02410 -0.03 0.13 -0.09
H 0.85843 -4.49812 -1.71365 0.01 0.01 0.08
H -0.32575 -5.10607 0.40664 0.08 0.00 -0.03
H -1.46902 -3.79800 0.12440 -0.01 -0.03 -0.02
H 0.00326 -3.07203 1.59204 0.05 0.06 0.00
H 1.73390 -4.70675 1.17517 0.05 -0.01 -0.04
H 2.15863 -3.13104 1.80230 -0.02 0.03 -0.02
H 2.69951 -4.26416 -0.96253 -0.03 0.05 -0.04
H 3.76127 -3.41166 0.11788 0.01 0.03 -0.01
H 2.69214 -3.31121 -2.97325 -0.03 -0.01 0.01
H 2.59325 -1.64025 -3.47099 -0.01 0.03 0.03
H 0.50671 -3.37145 -3.85615 -0.01 -0.03 0.06
H 0.30466 -1.63856 -3.68367 -0.04 -0.01 -0.03
H -1.14619 -2.51312 -2.26455 -0.03 -0.02 -0.02
C 3.20864 4.97642 1.83452 -0.05 -0.04 0.03
Si 1.68717 3.99530 2.28977 -0.05 0.05 -0.06
C 0.23184 4.51256 1.23740 0.06 0.05 0.09
C 1.28358 4.14562 4.11148 0.00 -0.02 -0.08
C 2.14249 2.15331 2.01391 0.01 -0.01 0.01
C 3.31337 1.68396 2.59053 0.08 0.01 0.04
C 3.73484 0.36087 2.44525 -0.03 -0.04 -0.03
C 2.95622 -0.50113 1.71758 -0.03 0.10 -0.01
N 1.80753 -0.08970 1.14508 -0.09 -0.18 -0.19
C 1.43399 1.20107 1.27546 -0.06 -0.03 -0.09
S -0.06661 1.36210 0.42255 -0.20 0.66 0.03
H 3.00431 6.04413 1.93504 -0.02 0.01 0.00
H 3.50397 4.79237 0.80031 -0.01 -0.01 -0.02
H 4.06462 4.75418 2.47347 0.00 -0.03 0.02
H 0.07486 5.58323 1.39243 0.00 0.01 0.00
H -0.69488 4.00686 1.51065 0.00 -0.02 0.01
H 0.40595 4.36122 0.17152 0.03 -0.02 -0.01
H 1.13569 5.19064 4.38929 -0.01 0.03 -0.03
H 2.08363 3.75364 4.74199 0.02 -0.01 -0.01
H 0.36468 3.61088 4.36302 -0.01 -0.01 0.00
H 3.93842 2.35627 3.16743 -0.02 0.03 0.00
H 4.65923 0.01496 2.88391 0.01 -0.01 0.00
H 3.25886 -1.52584 1.56745 0.00 0.01 0.00
C -2.98395 -0.16592 -2.23405 -0.17 -0.03 0.08
As -2.43346 -0.93018 -0.54640 0.28 0.36 0.20
C -3.59876 -2.49341 -0.37993 0.03 0.01 -0.13
C -3.25879 0.16642 0.80355 -0.03 -0.03 -0.03
C -4.40171 0.91960 0.57338 -0.03 -0.02 -0.01
C -4.98967 1.61117 1.62417 -0.01 0.01 -0.02
C -4.44944 1.53580 2.89872 0.02 0.00 0.02
C -3.30436 0.78473 3.13061 -0.02 0.03 -0.01
C -2.70402 0.10649 2.07756 -0.03 0.00 0.07
As -1.04406 -0.84329 2.29662 0.36 0.04 -0.10
C -1.58354 -2.52925 3.15277 -0.05 0.15 0.14
C -0.17224 0.11076 3.74223 -0.08 -0.11 0.08
H -4.05696 -0.30116 -2.36708 0.02 0.02 0.00
H -2.45915 -0.64616 -3.05670 -0.02 -0.06 0.02
H -2.73723 0.89460 -2.22917 0.02 -0.02 -0.01
H -4.62318 -2.12095 -0.38875 0.03 0.00 -0.03
H -3.42975 -2.99709 0.57066 0.00 0.04 0.00
H -3.48126 -3.20409 -1.19892 0.07 0.02 0.00
H -4.84271 0.98201 -0.41400 0.02 -0.02 -0.01
H -5.87332 2.20844 1.44562 -0.01 0.00 0.00
H -4.91438 2.07154 3.71509 0.00 0.00 0.01
H -2.88959 0.75510 4.13055 0.03 -0.03 -0.01
H -2.35020 -2.29765 3.89267 0.03 -0.01 -0.01
H -0.74973 -3.00258 3.67486 0.04 0.04 -0.04
H -2.01184 -3.23025 2.43592 0.00 0.04 -0.02
H -0.70700 -0.08471 4.67160 0.00 0.00 -0.03
H -0.19637 1.17512 3.52150 0.02 -0.01 0.00
H 0.85846 -0.22466 3.84870 0.00 0.00 -0.03
Br -2.41583 1.81310 -6.36073 -0.01 -0.01 0.02
C -0.68062 1.85961 -5.61557 0.06 0.02 -0.01
C 0.34314 2.51506 -6.28124 -0.04 0.01 -0.04
C 1.61187 2.54534 -5.71838 0.01 -0.02 0.04
C 1.85566 1.92759 -4.50276 -0.05 0.02 0.03
C 0.82003 1.26784 -3.84306 0.16 -0.10 -0.03
C -0.44975 1.23480 -4.40381 -0.03 -0.03 -0.04
C 1.12291 0.60696 -2.53873 -0.34 0.33 0.03
O 2.18211 0.76600 -1.97348 0.21 -0.09 0.10
O 0.14715 -0.15869 -2.04296 0.32 0.44 0.11
H 0.15064 2.99907 -7.22866 0.00 0.00 0.00
H 2.41053 3.05866 -6.23578 0.01 0.00 0.00
H 2.83563 1.95487 -4.04769 0.01 0.00 -0.01
H -1.25553 0.73637 -3.89705 -0.02 -0.02 0.02
```
Forces are in eV/Å.

Results
- F_max: 2.1 eV Å⁻¹
- LUMO level (alpha / beta): -5.59 / -5.59 eV
- Energy relative to the best compared isomer or geometry (same formula, charge and spin): 0.0 kcal/mol
- Net charge: +2

Table of Löwdin atomic charges, one value per atom, all in e:
1. W 1.02
2. C -0.17
3. C -0.18
4. N -0.21
5. C -0.22
6. C -0.37
7. S 1.00
8. C -0.34
9. C -0.21
10. N -0.14
11. H 0.15
12. H 0.11
13. H 0.14
14. H 0.08
15. H 0.03
16. H 0.14
17. H 0.11
18. H 0.08
19. H 0.09
20. H 0.09
21. H 0.10
22. H 0.14
23. H 0.11
24. H 0.08
25. C -0.16
26. Si 0.53
27. C -0.20
28. C -0.16
29. C -0.21
30. C -0.04
31. C -0.02
32. C -0.14
33. N -0.18
34. C -0.69
35. S 0.72
36. H 0.04
37. H 0.04
38. H 0.03
39. H 0.05
40. H 0.01
41. H 0.03
42. H 0.04
43. H 0.04
44. H 0.03
45. H 0.12
46. H 0.12
47. H 0.08
48. C -0.24
49. As 1.11
50. C -0.24
51. C -0.43
52. C -0.07
53. C -0.04
54. C -0.04
55. C -0.08
56. C -0.43
57. As 1.09
58. C -0.24
59. C -0.23
60. H 0.05
61. H 0.02
62. H 0.05
63. H 0.05
64. H 0.02
65. H 0.04
66. H 0.11
67. H 0.12
68. H 0.12
69. H 0.11
70. H 0.05
71. H 0.05
72. H 0.02
73. H 0.05
74. H 0.03
75. H 0.04
76. Br 0.77
77. C -0.67
78. C -0.10
79. C -0.04
80. C 0.00
81. C -0.13
82. C -0.08
83. C -0.60
84. O 0.02
85. O -0.39
86. H 0.11
87. H 0.12
88. H 0.12
89. H 0.06

The following is a DFT calculation (ωB97M-V/def2-TZVPD) of a molecular structure, C31H46BClN6O7ReS3.

```
96
Properties=species:S:1:pos:R:3:forces:R:3
Re 1.08974 -2.82249 -0.71267 0.01 -0.14 0.18
C 2.88140 -1.98873 4.22299 0.00 0.01 -0.04
C 1.89856 -1.12009 3.50525 0.07 -0.03 0.05
C 1.34303 -0.00072 4.04541 -0.01 0.03 0.02
C 0.42065 0.78708 3.30825 0.03 -0.01 0.00
N 0.05716 0.43630 2.10345 0.01 0.00 0.02
N 0.60535 -0.65918 1.56788 0.11 -0.21 0.00
B 0.13815 -0.99367 0.12335 -0.18 0.06 -0.05
N -1.42279 -1.11845 0.18762 0.06 0.11 -0.01
N -2.12013 0.02138 0.15325 -0.05 0.01 0.00
C -3.42071 -0.04429 0.27635 0.02 0.00 0.00
C -4.06263 -1.28934 0.50569 0.02 0.01 0.01
C -3.35334 -2.45359 0.51385 -0.09 -0.08 0.02
C -3.97199 -3.80121 0.70841 0.02 0.02 -0.02
C -1.95997 -2.32492 0.29344 0.03 0.02 -0.01
S -0.92812 -3.70499 0.12584 -0.03 -0.05 0.02
C -4.21710 1.24432 0.17523 -0.01 0.00 0.00
C -3.33814 2.39116 -0.32111 0.00 -0.01 0.01
C -4.77245 1.57260 1.56952 0.01 -0.01 0.00
C -5.37933 1.04470 -0.80901 0.01 -0.01 0.01
N 0.52758 0.21319 -0.82192 -0.01 -0.04 0.01
N 1.49644 0.94170 -0.30892 -0.01 0.02 0.01
C 1.97390 1.96511 -0.99426 0.03 0.07 -0.01
C 1.45823 2.27890 -2.25839 0.00 -0.02 0.01
C 0.49694 1.48068 -2.83492 -0.01 0.03 -0.05
C -0.01778 1.72215 -4.22084 0.00 -0.01 0.02
C 0.05508 0.39892 -2.05862 -0.02 -0.04 0.02
S -1.12119 -0.74576 -2.71481 0.08 0.00 -0.02
C 3.07739 2.78128 -0.34937 0.02 -0.03 -0.03
C 2.55723 4.21227 -0.14677 -0.03 0.00 0.03
C 3.48056 2.18478 0.99935 -0.03 0.00 -0.02
C 4.29274 2.79313 -1.29066 -0.04 0.00 0.02
C 1.49837 -1.42805 2.17974 -0.12 0.05 -0.09
S 2.19862 -2.75940 1.32649 0.00 0.09 0.09
C -0.18490 2.04631 3.89966 -0.03 -0.03 0.01
C -1.12779 1.62600 5.03831 0.02 0.00 -0.01
C -0.96880 2.81256 2.83772 0.03 0.00 0.00
C 0.93210 2.94292 4.45024 0.01 0.01 -0.01
H 3.08015 -1.60606 5.22085 -0.01 0.00 0.00
H 3.82361 -2.03654 3.67357 0.00 0.00 0.01
H 2.50344 -3.00926 4.30646 0.00 0.00 0.00
H 1.60970 0.29561 5.05140 0.00 0.00 0.00
H -5.13411 -1.31619 0.65409 0.00 0.00 0.00
H -5.03776 -3.71459 0.90464 0.00 0.01 0.00
H -3.50244 -4.32505 1.54259 0.00 0.00 0.01
H -3.82960 -4.41977 -0.17977 0.00 0.00 0.00
H -2.49477 2.57459 0.34220 0.01 0.00 0.00
H -3.93760 3.29936 -0.38022 0.00 0.00 0.00
H -2.94602 2.18029 -1.31929 0.00 0.01 0.00
H -3.96657 1.74204 2.28558 -0.02 0.00 0.00
H -5.40747 0.77050 1.95045 0.00 0.01 0.00
H -5.37795 2.47761 1.51830 0.00 0.00 0.00
H -5.01919 0.74043 -1.79413 0.00 0.00 0.00
H -5.91636 1.98589 -0.92432 0.00 0.00 0.00
H -6.09991 0.30410 -0.46111 0.00 0.00 0.00
H 1.84720 3.12855 -2.80395 0.01 0.00 0.00
H 0.48288 2.57718 -4.66825 0.01 0.00 0.01
H -1.09052 1.91886 -4.21766 0.00 0.00 0.00
H 0.15408 0.84385 -4.84506 -0.01 0.00 0.00
H 1.68333 4.22582 0.50888 0.01 0.01 -0.01
H 2.28905 4.69287 -1.08897 0.00 -0.01 0.00
H 3.33805 4.81474 0.31716 0.00 0.00 0.00
H 2.63234 2.15304 1.68674 0.02 0.01 0.00
H 4.25994 2.80499 1.44185 0.00 0.00 0.00
H 3.86893 1.17192 0.88504 0.00 -0.01 0.00
H 4.05603 3.23734 -2.25863 0.02 0.00 0.00
H 4.67403 1.78421 -1.45042 0.01 0.00 -0.01
H 5.08606 3.39096 -0.84233 0.00 0.00 0.00
H -1.93812 0.99745 4.66336 0.00 0.00 0.00
H -1.56704 2.51189 5.49731 0.00 0.00 0.00
H -0.60020 1.07521 5.81926 -0.01 0.01 0.00
H -1.77677 2.20604 2.43168 0.01 0.00 0.00
H -0.32282 3.11004 2.00790 -0.02 0.00 0.01
H -1.39448 3.71212 3.28232 0.00 0.00 0.00
H 1.47700 2.47810 5.27232 0.00 0.00 0.00
H 0.49247 3.86282 4.83557 0.01 0.00 0.00
H 1.64744 3.21286 3.67012 -0.01 0.00 0.01
C -0.41262 -4.92634 -4.25190 -0.01 0.03 -0.02
C 0.76644 -4.06411 -3.81992 0.02 0.02 0.10
C 2.00396 -4.27295 -4.67011 0.01 -0.01 -0.01
O 1.06448 -4.37412 -2.41754 -0.03 0.04 -0.08
C 0.32484 -2.61011 -3.89434 -0.09 -0.09 -0.08
O 0.27801 -1.94190 -4.86272 0.04 0.05 0.01
O -0.19677 -2.17255 -2.64820 0.03 -0.02 0.00
H -0.12006 -5.97482 -4.21124 0.01 0.00 0.00
H -0.69699 -4.68198 -5.27479 0.00 0.00 0.00
H -1.26738 -4.77511 -3.59262 0.00 0.00 0.00
H 2.28667 -5.32686 -4.64634 0.00 0.00 -0.01
H 2.83888 -3.66218 -4.32704 0.00 0.01 0.01
H 1.78480 -4.00474 -5.70158 0.00 -0.01 -0.01
H 1.87740 -4.90071 -2.40787 0.02 0.03 0.02
O 4.22108 -0.87963 -1.08631 -0.05 -0.11 -0.03
Cl 3.59635 -1.71564 -2.04008 0.19 0.11 -0.13
O 4.42222 -2.07286 -3.12380 -0.09 0.04 0.08
O 3.14399 -2.99671 -1.35851 -0.03 0.00 -0.01
O 2.32657 -1.14302 -2.47567 0.07 0.05 -0.08
```
Forces are in eV/Å.

Results
- F_max: 0.3 eV Å⁻¹
- Multiplicity: 4
- LUMO level (alpha / beta): -6.53 / -6.80 eV
- Energy relative to the best compared isomer or geometry (same formula, charge and spin): 15.0 kcal/mol
- Net charge: +2

Table of Löwdin atomic charges, one value per atom, all in e:
1. Re 1.15
2. C -0.04
3. C -0.22
4. C 0.10
5. C -0.18
6. N 0.20
7. N -0.01
8. B -0.67
9. N -0.05
10. N 0.17
11. C -0.18
12. C 0.10
13. C -0.22
14. C -0.04
15. C -0.55
16. S 0.78
17. C -0.54
18. C -0.04
19. C -0.02
20. C -0.03
21. N 0.03
22. N 0.21
23. C -0.15
24. C 0.11
25. C -0.20
26. C -0.01
27. C -0.39
28. S 1.19
29. C -0.53
30. C -0.02
31. C -0.04
32. C -0.02
33. C -0.51
34. S 0.80
35. C -0.54
36. C -0.02
37. C -0.05
38. C -0.03
39. H 0.10
40. H 0.09
41. H 0.10
42. H 0.14
43. H 0.14
44. H 0.10
45. H 0.10
46. H 0.09
47. H 0.06
48. H 0.10
49. H 0.08
50. H 0.07
51. H 0.09
52. H 0.10
53. H 0.09
54. H 0.10
55. H 0.08
56. H 0.14
57. H 0.10
58. H 0.10
59. H 0.09
60. H 0.08
61. H 0.09
62. H 0.10
63. H 0.06
64. H 0.10
65. H 0.08
66. H 0.09
67. H 0.08
68. H 0.10
69. H 0.09
70. H 0.10
71. H 0.09
72. H 0.05
73. H 0.08
74. H 0.10
75. H 0.09
76. H 0.10
77. H 0.08
78. C 0.03
79. C -0.47
80. C 0.03
81. O -0.13
82. C -0.46
83. O 0.19
84. O -0.48
85. H 0.11
86. H 0.11
87. H 0.10
88. H 0.12
89. H 0.09
90. H 0.12
91. H 0.13
92. O -0.26
93. Cl 0.73
94. O -0.22
95. O -0.53
96. O -0.35